Density functional theory data (the ωB97M-V functional and the def2-TZVPD basis) for 2 unconnected molecules or ions with the total composition C28H38N2O9P at a distorted geometry.

```
78
Properties=species:S:1:pos:R:3:mulliken_charge:R:1
O -4.33375 1.38809 2.25779 -0.4701
C -3.86630 2.63485 2.07049 0.1575
O -2.51018 3.09292 2.51773 -0.3443
C -1.58105 2.88838 1.39247 -0.0298
C 0.01124 3.21242 1.78837 -0.2606
C 0.77999 1.73594 1.65673 0.1280
C 1.11905 1.08385 0.15440 0.6471
C 0.72500 1.91805 -1.21534 -0.5760
C 1.95813 2.98855 -1.56644 -0.3262
C 1.38172 4.45357 -2.10380 0.0940
C 1.00542 4.73896 -3.70287 -0.3644
C 0.45410 6.22501 -4.23540 -0.3698
C 0.24972 7.49426 -3.19991 -0.3353
C 0.61359 7.23654 -1.61844 -0.5304
C 1.17145 5.76081 -1.09359 -0.2179
C 1.84516 -0.42268 0.11674 -0.0211
C 2.19619 -1.21904 -1.27178 -0.5860
C 3.20777 -0.14801 -2.27683 0.1174
C 3.72774 -0.86743 -3.76893 -0.7449
O 2.57530 0.29814 -3.63495 -0.3840
C 2.22394 -1.21852 1.53822 0.0756
P 3.03592 -2.96489 1.60016 0.5135
O 4.47798 -2.98124 0.89063 -0.6581
C 1.86933 -0.51841 2.97742 -0.1182
C 1.14225 0.94924 3.04868 0.0277
C 0.89653 1.31009 4.62864 0.0236
O 0.04531 2.18260 5.21522 -0.4776
N 1.87740 0.32508 5.29626 -0.0140
O 2.99830 0.98569 5.63462 -0.3630
C 2.07371 -1.00067 4.53084 0.3246
O 2.30542 -2.22932 5.04716 -0.4957
H -4.60123 3.40055 1.56446 0.3422
H -1.91427 3.49295 0.43672 0.3988
H -1.67015 1.73829 1.08819 -0.0431
H 0.49140 4.02814 1.09428 -0.3611
H -0.01358 3.54571 2.92993 0.5099
H -0.23604 2.60011 -1.04552 0.2449
H 0.56355 1.20817 -2.15483 0.3670
H 2.65689 3.18408 -0.61841 0.3646
H 2.67424 2.60088 -2.41047 0.3033
H 1.12557 3.91983 -4.54955 0.2735
H 0.22024 6.40087 -5.37391 0.2840
H -0.13023 8.53117 -3.62880 0.2878
H 0.46704 8.16918 -0.88943 0.2691
H 1.43365 5.69754 0.05406 0.2286
H 1.26708 -1.49279 -1.93140 0.1871
H 2.93580 -2.11877 -1.16038 0.4256
H 4.01305 0.61107 -1.68589 0.3255
H 2.94989 -1.48776 -4.39063 0.2710
H 4.22259 -0.19603 -4.59515 0.3514
H 2.14121 -3.91157 0.94154 0.0154
H 3.24917 -3.45603 2.93913 0.1654
H 2.79141 1.95541 5.41929 0.3915
C -2.39991 -0.77084 -1.11978 -0.9774
O -1.10566 -1.24833 -0.80095 -0.2883
C -1.02908 -2.22164 0.23378 0.4083
C -1.07281 -3.64002 -0.33893 -0.9085
N -2.43195 -4.01375 -0.85843 0.0899
C -3.55234 -4.16467 0.12915 -0.5184
C -3.34918 -5.35378 1.07761 -0.5060
O -3.57111 -6.59528 0.41353 -0.4009
C -2.44134 -7.18041 -0.21268 -0.6682
H -2.33662 0.29435 -1.34067 0.2915
H -2.74844 -1.27568 -2.02763 0.3338
H -3.12280 -0.92455 -0.31054 0.4217
H -1.77504 -2.04761 1.01331 0.4446
H -0.05001 -2.08659 0.70549 -0.4897
H -0.78414 -4.38864 0.40389 0.3117
H -0.40305 -3.72297 -1.20119 0.3953
H -2.36094 -4.88170 -1.39858 0.3370
H -2.70081 -3.31373 -1.56463 0.3394
H -4.45328 -4.30801 -0.47163 0.4547
H -3.63905 -3.22467 0.68120 0.3055
H -4.11869 -5.28767 1.85474 0.3902
H -2.38900 -5.33887 1.59141 0.3420
H -1.49733 -6.83581 0.21266 0.2936
H -2.47588 -6.95920 -1.28188 0.2992
H -2.50524 -8.26377 -0.09677 0.2752
```

* total charge: +1
* ΔE to the lowest compared entry with this formula, charge and spin: 21.845 eV
* lowest unoccupied orbital energy: -4.0 eV
* HOMO: -10.37 eV